(1)
50
Properties=species:S:1:pos:R:3 method="wB97M-V/def2-TZVPD" energy_ha=-10495.39869 spin_multiplicity=5 charge=-2 e_lumo_ev="3.993 / 3.971" homo_energy_ev="-1.46 / -1.60" e_above_lowest_kcal_mol=0.0
Fe -1.518 0.107 -0.511
O 3.263 -1.085 4.655
C 2.880 0.049 4.308
O 3.218 1.178 4.709
C 1.788 0.053 3.203
C 1.244 1.245 2.747
C 0.226 1.200 1.804
N -0.237 0.053 1.333
C 0.285 -1.094 1.737
C 1.303 -1.136 2.680
C -0.359 -2.286 1.138
C 0.151 -3.569 1.288
C -0.552 -4.636 0.759
C -1.748 -4.397 0.104
C -2.173 -3.086 -0.029
N -1.493 -2.053 0.463
C -0.495 2.383 1.276
C -0.051 3.684 1.458
C -0.824 4.726 0.975
C -2.018 4.443 0.335
C -2.382 3.116 0.172
N -1.635 2.107 0.621
H 1.620 2.166 3.171
H 1.729 -2.057 3.055
H 1.091 -3.720 1.799
H -0.167 -5.644 0.856
H -2.336 -5.199 -0.321
H -3.083 -2.848 -0.570
H 0.891 3.869 1.954
H -0.490 5.749 1.092
H -2.650 5.220 -0.071
H -3.281 2.855 -0.378
Se -2.345 1.419 -2.872
Se -4.337 2.609 -2.688
Te -5.149 -1.695 -3.186
Se -2.867 -0.903 -2.456
C 0.693 -0.355 -3.600
C 1.249 -0.169 -2.182
O 0.337 -0.086 -1.194
C 2.146 -1.393 -1.865
F 2.727 -1.335 -0.660
F 1.403 -2.516 -1.881
F 3.143 -1.584 -2.767
C 2.097 1.126 -2.163
F 2.743 1.322 -1.004
F 3.038 1.166 -3.141
F 1.307 2.194 -2.352
H -0.005 -1.189 -3.583
H 1.480 -0.542 -4.331
H 0.138 0.535 -3.887

=====

(2)
157
Properties=species:S:1:pos:R:3 method="wB97M-V/def2-TZVPD" energy_ha=-3186.66537 spin_multiplicity=1 smiles="C#C[C@H]1[C@@H](CCOCC)[C@H](CCC(=O)O)S(=O)(=O)O[C@H]1CCCCCCCCCCCCCCC.CCO.CCO.CCO.CCO.CCO.CCO.CCO.CCO" e_lumo_ev=0.330 homo_energy_ev=-9.54
C -0.354 1.716 -0.076
C 0.434 2.414 -0.653
C 1.390 3.264 -1.356
C 0.734 3.853 -2.636
C -0.391 3.025 -3.284
C -1.807 3.483 -2.876
C -2.850 3.052 -3.918
C -2.725 1.604 -4.396
C -2.969 0.575 -3.286
C -3.304 -0.805 -3.869
C -4.772 -0.994 -4.261
C -5.732 -0.946 -3.053
C -6.350 0.466 -2.851
C -6.476 0.878 -1.363
C -6.231 2.385 -1.134
C -7.050 3.035 -0.010
C -8.582 2.863 -0.127
C -9.261 2.313 1.131
C -8.604 1.045 1.707
O 1.753 4.197 -3.619
S 2.564 2.992 -4.269
O 3.855 3.524 -4.579
O 1.853 2.383 -5.353
C 2.665 1.795 -2.941
C 3.743 0.763 -3.241
C 5.190 1.306 -3.342
C 6.251 0.304 -2.947
O 7.249 0.586 -2.351
O 5.999 -0.990 -3.304
C 2.753 2.572 -1.609
C 3.214 1.754 -0.406
C 4.615 2.134 0.090
O 4.978 1.311 1.176
C 5.733 0.178 0.763
C 5.203 -1.115 1.389
H -1.008 0.974 0.324
H 1.608 4.103 -0.688
H 0.288 4.803 -2.352
H -0.296 1.957 -3.088
H -0.316 3.175 -4.361
H -1.782 4.577 -2.876
H -2.067 3.122 -1.884
H -3.846 3.149 -3.471
H -2.846 3.719 -4.784
H -3.506 1.447 -5.150
H -1.782 1.399 -4.905
H -2.065 0.453 -2.679
H -3.764 0.925 -2.628
H -3.061 -1.580 -3.136
H -2.686 -1.017 -4.746
H -5.090 -0.254 -5.000
H -4.883 -1.964 -4.757
H -6.546 -1.660 -3.181
H -5.174 -1.244 -2.163
H -5.753 1.208 -3.379
H -7.352 0.453 -3.282
H -7.467 0.589 -1.017
H -5.747 0.320 -0.774
H -5.172 2.503 -0.883
H -6.394 2.926 -2.071
H -6.840 4.108 -0.053
H -6.677 2.703 0.960
H -8.801 2.223 -0.987
H -9.019 3.832 -0.374
H -10.316 2.146 0.902
H -9.254 3.082 1.908
H -7.838 0.640 1.050
H -8.094 1.277 2.641
H -9.317 0.236 1.866
H 1.710 1.264 -2.936
H 3.488 0.314 -4.206
H 3.702 -0.051 -2.519
H 5.389 1.544 -4.393
H 5.350 2.238 -2.811
H 5.451 -0.986 -4.101
H 3.478 3.380 -1.766
H 2.553 1.886 0.450
H 3.215 0.677 -0.598
H 4.586 3.170 0.450
H 5.363 2.105 -0.707
H 5.641 0.072 -0.323
H 6.799 0.330 0.957
H 4.732 -0.938 2.351
H 6.006 -1.850 1.457
H 4.486 -1.527 0.675
C -6.516 -3.222 3.156
C -6.767 -1.737 2.978
O -6.197 -1.258 1.758
H -5.444 -3.427 3.145
H -6.936 -3.585 4.094
H -6.966 -3.790 2.337
H -6.304 -1.170 3.785
H -7.841 -1.523 2.984
H -6.607 -1.747 1.038
C 4.722 -4.597 -2.526
C 4.651 -3.932 -1.165
O 3.311 -3.889 -0.672
H 4.091 -4.066 -3.239
H 5.745 -4.611 -2.903
H 4.362 -5.627 -2.469
H 4.994 -2.900 -1.230
H 5.284 -4.456 -0.442
H 3.000 -4.796 -0.599
C 3.007 4.021 2.833
C 2.511 5.225 2.055
O 1.178 5.032 1.580
H 2.973 3.124 2.216
H 4.032 4.167 3.179
H 2.370 3.841 3.701
H 3.130 5.399 1.174
H 2.550 6.126 2.677
H 0.618 4.879 2.347
C 0.597 -1.547 4.361
C 1.507 -1.854 3.186
O 2.842 -2.119 3.611
H 0.977 -0.707 4.943
H -0.412 -1.306 4.024
H 0.537 -2.408 5.033
H 1.575 -1.002 2.510
H 1.121 -2.707 2.618
H 2.821 -2.853 4.233
C 1.986 1.497 8.266
C 1.987 1.517 6.749
O 0.663 1.591 6.218
H 1.401 0.654 8.634
H 3.002 1.416 8.656
H 1.538 2.410 8.665
H 2.421 0.599 6.355
H 2.582 2.356 6.379
H 0.258 2.401 6.544
C -9.169 -7.230 5.283
C -8.450 -6.085 5.970
O -8.511 -4.883 5.205
H -8.742 -7.409 4.296
H -9.095 -8.148 5.868
H -10.228 -6.995 5.147
H -7.392 -6.315 6.089
H -8.873 -5.910 6.964
H -9.439 -4.651 5.097
C 7.069 -6.141 3.266
C 6.943 -6.310 1.764
O 5.580 -6.376 1.349
H 6.575 -6.964 3.783
H 8.117 -6.114 3.571
H 6.594 -5.212 3.591
H 7.403 -7.243 1.444
H 7.446 -5.487 1.244
H 5.155 -5.553 1.614
C 9.274 1.578 -6.343
C 10.191 0.837 -5.386
O 9.947 1.196 -4.033
H 9.396 2.655 -6.228
H 9.485 1.309 -7.380
H 8.227 1.342 -6.135
H 11.232 1.086 -5.588
H 10.073 -0.246 -5.507
H 9.033 0.972 -3.827

=====

(3)
52
Properties=species:S:1:pos:R:3 method="wB97M-V/def2-TZVPD" energy_ha=-2840.03186 spin_multiplicity=1 smiles="CB(O)[C@@H]1OS(=O)(=O)O[C@@H]1S.COP(=O)(OC)OC.COP(=O)(OC)OC" e_lumo_ev=-0.461 homo_energy_ev=-9.64
C 3.212 -2.391 -1.228
B 1.995 -2.385 -2.210
O 1.673 -3.584 -2.827
C 1.148 -1.070 -2.554
O 2.087 0.041 -2.446
S 1.497 1.275 -1.651
O 1.539 2.410 -2.486
O 1.994 1.379 -0.334
O 0.004 0.665 -1.477
C -0.057 -0.719 -1.687
S -0.242 -1.562 -0.071
H 3.126 -1.658 -0.428
H 3.330 -3.411 -0.863
H 4.102 -2.147 -1.819
H 1.663 -3.406 -3.777
H 0.881 -1.042 -3.617
H -0.973 -0.973 -2.215
H -0.626 -2.820 -0.349
C 2.425 4.736 -0.501
O 2.177 5.867 0.356
P 3.422 6.435 1.251
O 4.000 5.208 1.865
O 2.449 7.264 2.219
C 1.510 6.544 3.013
O 4.604 7.554 1.459
C 5.663 7.550 0.485
H 1.644 4.710 -1.257
H 3.392 4.817 -0.994
H 2.381 3.821 0.082
H 1.849 5.527 3.212
H 0.544 6.516 2.508
H 1.401 7.073 3.957
H 5.268 7.613 -0.530
H 6.265 6.646 0.591
H 6.287 8.420 0.670
C -6.542 -6.512 0.442
O -6.096 -5.147 0.424
P -4.536 -4.852 0.826
O -4.348 -5.632 2.080
O -4.805 -3.294 1.072
C -5.700 -2.913 2.114
O -2.997 -4.526 0.352
C -2.339 -5.572 -0.390
H -7.444 -6.574 -0.164
H -5.792 -7.185 0.032
H -6.779 -6.803 1.463
H -5.750 -3.669 2.897
H -6.695 -2.744 1.702
H -5.331 -1.983 2.542
H -2.941 -5.889 -1.243
H -2.146 -6.426 0.261
H -1.394 -5.181 -0.758

=====

(4)
52
Properties=species:S:1:pos:R:3 method="wB97M-V/def2-TZVPD" energy_ha=-991.13825 spin_multiplicity=1 smiles="CCOCCBCC=O.CC(C)=O.CC(C)=O.CC(C)=O" e_lumo_ev=0.635 homo_energy_ev=-9.11
C -0.930 -2.782 0.432
C -1.045 -2.756 -1.095
O -1.416 -1.504 -1.663
C -0.564 -0.412 -1.364
C 0.910 -0.692 -1.714
B 1.878 -1.038 -0.539
C 1.867 -0.215 0.803
C 1.911 -1.106 2.003
O 1.076 -1.132 2.867
H -0.869 -1.777 0.853
H -1.792 -3.267 0.889
H -0.036 -3.321 0.755
H -1.824 -3.439 -1.430
H -0.105 -3.095 -1.552
H -0.964 0.421 -1.941
H -0.663 -0.137 -0.308
H 0.949 -1.440 -2.511
H 1.345 0.218 -2.150
H 2.667 -1.935 -0.636
H 1.035 0.485 0.896
H 2.818 0.343 0.803
H 2.778 -1.798 2.055
C -1.051 4.718 1.608
C -0.133 3.532 1.779
O -0.012 2.691 0.920
C 0.624 3.444 3.082
H -1.541 4.673 0.639
H -1.799 4.727 2.403
H -0.483 5.646 1.696
H -0.077 3.425 3.919
H 1.250 4.330 3.211
H 1.236 2.546 3.096
C 3.511 2.067 -4.100
C 4.127 0.791 -3.582
O 3.890 0.377 -2.470
C 5.044 0.053 -4.524
H 2.872 2.509 -3.339
H 4.295 2.772 -4.382
H 2.929 1.861 -5.000
H 5.875 0.697 -4.818
H 4.507 -0.209 -5.438
H 5.423 -0.847 -4.047
C -5.640 -1.948 1.295
C -4.596 -2.456 2.259
O -3.909 -3.417 2.003
C -4.440 -1.692 3.551
H -5.658 -2.570 0.404
H -6.623 -1.948 1.771
H -5.418 -0.915 1.020
H -5.385 -1.686 4.099
H -4.187 -0.652 3.337
H -3.659 -2.142 4.157

=====

(5)
11
Properties=species:S:1:pos:R:3 method="wB97M-V/def2-TZVPD" energy_ha=-682.52858 spin_multiplicity=1 smiles="C[C@H]1NS1(=O)=O" e_lumo_ev=0.674 homo_energy_ev=-10.31 e_above_lowest_kcal_mol=69.7
C 0.133 -0.527 -0.181
C -0.527 -0.684 1.172
N -0.686 0.464 -1.186
O 1.897 0.620 -1.891
O 1.108 1.948 0.067
S 0.904 0.872 -0.879
H 0.334 -1.252 -0.940
H -0.173 0.059 1.875
H -0.072 -1.531 1.601
H -1.599 -0.993 1.013
H -1.319 1.024 -0.651

=====

(6)
41
Properties=species:S:1:pos:R:3 method="wB97M-V/def2-TZVPD" energy_ha=-1312.97068 spin_multiplicity=1 e_lumo_ev=-2.373 homo_energy_ev=-5.49 e_above_lowest_kcal_mol=17.6
C -1.498 -5.313 2.319
N -1.793 -4.085 1.491
O -2.847 -3.373 2.128
C -3.971 -3.611 1.412
N -5.047 -3.562 1.103
B -0.519 -3.196 1.615
O -0.461 -2.368 2.710
O 0.517 -3.241 0.747
H -2.240 -6.116 2.155
H -1.528 -5.031 3.392
H -0.483 -5.687 2.072
H -2.030 -4.325 0.521
H -0.941 -1.557 2.436
H 0.274 -3.634 -0.109
C -2.249 1.332 -1.703
Si -0.446 1.913 -1.695
C -0.454 3.750 -2.118
C 0.437 0.990 -3.086
N 0.203 1.586 -0.159
Si 1.812 1.951 0.273
C 2.210 3.792 0.192
C 3.083 1.026 -0.772
C 2.060 1.408 2.070
H -2.714 1.520 -2.677
H -2.307 0.258 -1.500
H -2.826 1.861 -0.941
H -1.087 3.939 -2.993
H 0.548 4.112 -2.359
H -0.846 4.338 -1.286
H 0.569 -0.064 -2.831
H 1.417 1.422 -3.297
H -0.148 1.042 -4.013
H 2.315 4.136 -0.839
H 3.157 4.002 0.703
H 1.430 4.380 0.679
H 2.823 -0.032 -0.854
H 4.078 1.094 -0.315
H 3.159 1.446 -1.777
H 1.882 0.334 2.175
H 1.374 1.943 2.731
H 3.084 1.618 2.398

=====

(7)
80
Properties=species:S:1:pos:R:3 method="wB97M-V/def2-TZVPD" energy_ha=-4358.27394 spin_multiplicity=1 charge=-1 e_lumo_ev=2.192 homo_energy_ev=-4.38
C -1.072 1.148 -2.363
C -1.662 0.075 -2.455
C -2.068 -1.434 -2.228
Sb -1.484 -2.232 -0.260
Br -1.533 -4.718 -1.161
C -3.554 -2.556 0.429
O -4.586 -1.940 -0.360
C -5.492 -1.155 0.420
C -6.158 -0.064 -0.563
C -5.393 0.110 -1.939
C 0.656 -2.093 -0.779
O 0.897 -1.748 -2.196
C 2.128 -0.990 -2.161
C 2.832 -0.870 -3.577
O 3.514 0.424 -3.594
C 4.626 0.424 -2.707
C 5.443 1.801 -2.980
O 4.646 2.678 -3.794
C 4.132 3.787 -3.052
C 2.930 3.430 -2.072
C -1.517 -0.237 0.728
O -2.759 0.496 0.510
C -2.650 1.743 1.204
O -2.811 1.598 2.620
C -2.635 2.843 3.303
C -1.118 3.278 3.459
O -0.568 2.917 4.751
C -0.833 -3.108 1.724
C 0.641 -2.785 2.101
C 1.743 -3.825 1.999
C 3.162 -3.533 2.306
C 3.615 -2.168 2.757
C 2.550 -1.134 2.906
C 2.917 0.340 3.368
C 1.104 -1.432 2.591
H -0.616 2.124 -2.057
H -1.531 -2.059 -3.017
H -3.161 -1.495 -2.488
H -3.741 -3.680 0.528
H -3.608 -2.161 1.500
H -5.008 -0.578 1.258
H -6.339 -1.810 0.799
H -6.159 0.962 -0.065
H -7.237 -0.294 -0.809
H -6.043 0.787 -2.593
H -5.282 -0.847 -2.533
H -4.403 0.659 -1.849
H 1.233 -3.065 -0.623
H 1.122 -1.230 -0.196
H 2.836 -1.598 -1.499
H 1.988 0.055 -1.756
H 2.062 -0.868 -4.403
H 3.638 -1.658 -3.738
H 5.332 -0.453 -2.838
H 4.344 0.466 -1.606
H 5.600 2.339 -1.987
H 6.449 1.587 -3.443
H 3.722 4.531 -3.807
H 4.936 4.340 -2.466
H 1.913 3.615 -2.542
H 2.973 2.383 -1.653
H 2.986 4.147 -1.189
H -0.589 0.370 0.500
H -1.492 -0.461 1.848
H -1.626 2.191 0.955
H -3.434 2.426 0.732
H -3.261 3.662 2.812
H -3.057 2.695 4.348
H -1.077 4.410 3.383
H -0.456 2.857 2.644
H 0.389 3.124 4.745
H -1.491 -2.618 2.518
H -1.067 -4.218 1.771
H 1.483 -4.855 1.639
H 3.940 -4.337 2.207
H 4.700 -1.957 2.955
H 3.861 0.386 3.980
H 2.031 0.845 3.873
H 3.117 0.956 2.427
H 0.393 -0.576 2.746

=====

(8)
50
Properties=species:S:1:pos:R:3 method="wB97M-V/def2-TZVPD" energy_ha=-1803.71549 spin_multiplicity=2 charge=+2 e_lumo_ev="-11.676 / -11.955" homo_energy_ev="-14.79 / -14.85" e_above_lowest_kcal_mol=0.0
Tl -1.323 2.049 -2.868
Tl -0.495 -2.940 -2.024
B -0.492 -0.204 -0.551
H 0.304 -0.469 0.127
H -0.800 0.805 -0.324
H -0.298 -0.308 -1.608
H -1.347 -0.838 -0.376
B -2.139 -0.836 -3.503
H -2.552 -1.826 -3.624
H -1.073 -0.798 -3.664
H -2.717 -0.147 -4.099
H -2.246 -0.517 -2.478
C 3.240 0.207 -4.293
C 1.925 0.142 -3.583
O 1.546 -1.011 -3.272
O 1.442 1.175 -3.152
H 3.911 0.781 -3.655
H 3.260 0.823 -5.191
H 3.639 -0.778 -4.535
C -0.203 -1.294 2.835
C 0.243 0.142 2.699
O 1.104 0.165 3.863
C 0.716 -0.732 4.745
O 1.098 -0.880 5.901
O -0.110 -1.550 4.216
F -0.807 1.000 2.723
H 0.322 -2.033 2.230
H -1.250 -1.402 2.548
H 0.847 0.407 1.831
C 0.169 4.099 1.811
N 0.370 3.456 0.503
O -0.508 3.502 -0.286
O 1.442 2.906 0.318
H 0.681 3.517 2.577
H -0.892 4.139 2.058
H 0.549 5.114 1.692
C -4.895 0.545 0.992
N -3.922 1.545 0.519
O -3.640 2.399 1.359
O -3.361 1.419 -0.571
H -4.624 0.305 2.020
H -4.819 -0.404 0.462
H -5.941 0.850 0.970
C 3.631 -3.832 0.721
N 2.999 -2.414 0.615
O 3.600 -1.457 1.182
O 2.074 -2.281 -0.235
H 2.983 -4.569 0.247
H 3.698 -4.159 1.759
H 4.661 -3.812 0.365